83
Properties=species:S:1:pos:R:3 method="wB97M-V/def2-TZVPD" spin_multiplicity=3 charge=+3
V 2.97 -0.42 0.07
N 5.01 -0.29 -0.64
C 6.09 -0.40 0.32
C 5.73 -1.49 1.31
N 4.34 -1.29 1.82
C 3.78 -2.60 2.30
C 2.77 -3.20 1.29
N 2.99 -2.63 -0.04
C 4.44 -0.27 2.88
C 3.07 0.22 3.26
N 2.26 0.31 2.01
H 5.05 -1.03 -1.35
H 5.07 0.56 -1.17
H 6.21 0.61 0.80
H 7.07 -0.58 -0.15
H 6.43 -1.51 2.15
H 5.82 -2.45 0.80
H 3.25 -2.45 3.23
H 4.63 -3.29 2.51
H 1.73 -2.98 1.60
H 2.89 -4.28 1.31
H 2.24 -2.95 -0.65
H 3.86 -3.00 -0.45
H 5.00 0.56 2.44
H 4.95 -0.62 3.76
H 3.14 1.16 3.76
H 2.59 -0.46 3.96
H 1.94 1.27 1.78
H 1.39 -0.22 2.19
F -3.24 -0.31 2.45
C -2.93 -0.47 1.19
C -1.64 -0.66 0.83
C -1.30 -0.68 -0.53
C 0.10 -0.68 -0.88
O 0.94 -0.70 0.09
C 0.43 -0.69 -2.26
C -0.57 -0.66 -3.17
N -1.88 -0.66 -2.89
C -2.89 -0.69 -3.93
C -2.63 0.05 -5.20
C -3.66 0.56 -4.16
C -2.31 -0.66 -1.53
C -3.65 -0.55 -1.09
C -3.95 -0.40 0.25
N -5.24 -0.06 0.76
C -6.26 0.45 -0.13
C -7.32 1.16 0.71
N -7.90 0.20 1.74
C -6.85 -0.47 2.57
C -5.81 -1.09 1.65
C 1.87 -0.63 -2.76
O 2.20 -0.86 -3.90
O 2.73 -0.34 -1.82
H -0.85 -0.69 1.58
H -0.35 -0.63 -4.22
H -3.39 -1.65 -3.96
H -3.07 -0.40 -6.09
H -1.74 0.62 -5.36
H -4.72 0.46 -4.37
H -3.31 1.37 -3.53
H -4.45 -0.47 -1.80
H -6.75 -0.32 -0.76
H -5.83 1.16 -0.83
H -8.16 1.48 0.10
H -6.88 1.96 1.29
H -8.46 -0.54 1.28
H -8.54 0.75 2.31
H -7.33 -1.25 3.17
H -6.38 0.28 3.22
H -6.26 -1.89 1.06
H -5.04 -1.54 2.27
Se -0.04 3.80 -1.24
N 1.27 4.95 -1.13
C 2.33 4.28 -0.75
C 3.63 4.80 -0.54
C 4.60 3.99 0.01
C 4.25 2.61 0.23
N 3.13 2.04 -0.07
C 2.10 2.87 -0.51
N 0.89 2.42 -0.64
H 3.85 5.85 -0.78
H 5.59 4.29 0.30
H 5.01 1.96 0.67

***

74
Properties=species:S:1:pos:R:3 method="wB97M-V/def2-TZVPD" smiles="CCOc1cc(/C=C/C(=O)Nc2ccc(C(=O)NCCN(CC)CC)cc2)ccc1OCC(C)C" charge=0
C -8.16 2.32 2.26
C -8.05 2.73 0.80
O -6.73 2.60 0.29
C -6.08 1.40 0.29
C -4.71 1.48 0.44
C -3.87 0.37 0.41
C -4.48 -0.88 0.23
C -5.84 -0.98 0.08
C -6.67 0.14 0.09
O -8.03 0.09 -0.08
C -8.67 -1.13 -0.39
C -8.49 -1.54 -1.86
C -9.10 -0.48 -2.77
H -10.17 -0.42 -2.62
H -8.91 -0.73 -3.81
H -8.66 0.49 -2.56
C -9.13 -2.91 -2.09
H -9.01 -3.20 -3.13
H -8.67 -3.67 -1.46
H -10.19 -2.87 -1.87
H -7.42 -1.61 -2.07
H -8.34 -1.93 0.29
H -9.73 -0.93 -0.19
H -6.27 -1.96 -0.06
H -3.88 -1.78 0.22
C -2.45 0.55 0.57
C -1.49 -0.39 0.50
C -0.08 -0.01 0.70
O 0.28 1.12 0.96
N 0.78 -1.08 0.56
C 2.16 -1.12 0.69
C 2.92 -0.02 1.09
C 4.29 -0.12 1.21
C 4.94 -1.32 0.93
C 4.18 -2.42 0.55
C 2.81 -2.33 0.43
H 2.23 -3.19 0.13
H 4.69 -3.36 0.36
C 6.42 -1.50 1.02
O 6.93 -2.60 1.17
N 7.14 -0.36 0.95
H 6.71 0.48 0.60
C 8.58 -0.37 0.79
H 9.02 0.36 1.47
H 8.93 -1.37 1.04
C 8.94 -0.02 -0.67
N 8.28 1.22 -1.05
C 7.62 1.19 -2.34
C 6.29 0.45 -2.27
H 6.42 -0.58 -1.95
H 5.62 0.94 -1.58
H 5.82 0.44 -3.25
H 8.26 0.72 -3.12
H 7.43 2.22 -2.65
C 9.07 2.41 -0.80
C 10.23 2.66 -1.76
H 9.87 2.80 -2.78
H 10.78 3.55 -1.46
H 10.93 1.82 -1.76
H 9.46 2.34 0.22
H 8.39 3.27 -0.83
H 10.03 0.04 -0.76
H 8.58 -0.82 -1.31
H 4.84 0.74 1.55
H 2.42 0.91 1.31
H 0.36 -1.97 0.31
H -1.71 -1.43 0.29
H -2.12 1.56 0.77
H -4.28 2.47 0.58
H -8.76 2.16 0.19
H -8.26 3.80 0.69
H -9.15 2.54 2.63
H -7.43 2.86 2.86
H -7.97 1.25 2.37

***

78
Properties=species:S:1:pos:R:3 method="wB97M-V/def2-TZVPD" smiles="c1cc[nH]c1.c1cc[nH]c1.c1cc[nH]c1.O=C1CCCO1.O=C1CCCO1.O=C1CCCO1.O=C1CCCO1" charge=0
O -5.97 -1.80 3.38
C -5.26 -1.36 2.45
O -5.73 -1.51 1.23
C -5.17 -0.51 0.21
C -4.15 0.26 1.08
C -3.97 -0.47 2.43
H -5.99 0.14 -0.09
H -4.78 -1.17 -0.57
H -4.64 1.21 1.32
H -3.24 0.52 0.54
H -4.10 0.12 3.34
H -3.15 -1.18 2.53
O 4.40 -2.46 -2.34
C 4.17 -1.80 -3.41
O 3.58 -0.66 -3.39
C 3.58 -0.02 -4.65
C 4.42 -0.88 -5.60
C 4.67 -2.10 -4.79
H 4.03 0.97 -4.62
H 2.58 0.03 -5.07
H 5.28 -0.33 -5.98
H 3.81 -1.13 -6.47
H 5.70 -2.47 -4.74
H 4.05 -2.90 -5.19
O 5.34 0.60 5.95
C 4.53 0.42 5.05
O 3.29 -0.15 5.27
C 2.57 0.05 4.11
C 3.63 -0.19 3.03
C 4.76 0.65 3.55
H 2.08 1.01 3.96
H 1.85 -0.76 3.95
H 3.35 -0.06 1.99
H 3.79 -1.27 3.08
H 4.70 1.72 3.35
H 5.73 0.30 3.17
O 1.22 0.66 0.53
C 0.55 0.46 -0.49
O -0.43 1.32 -0.95
C -1.12 0.82 -2.06
C -0.11 -0.24 -2.58
C 0.80 -0.62 -1.45
H -1.29 1.57 -2.84
H -2.00 0.29 -1.70
H 0.41 0.17 -3.44
H -0.58 -1.12 -3.01
H 1.85 -0.67 -1.73
H 0.63 -1.55 -0.90
N -2.84 4.42 -2.76
C -1.79 4.44 -1.93
C -2.29 3.78 -0.75
C -3.64 3.73 -0.78
C -3.95 4.04 -2.14
H -2.89 4.77 -3.71
H -0.82 4.78 -2.23
H -1.69 3.58 0.12
H -4.33 3.33 -0.06
H -4.94 4.09 -2.57
N -0.80 0.40 4.94
C -1.49 1.00 5.99
C -2.06 2.19 5.52
C -1.78 2.23 4.09
C -0.89 1.19 3.83
H -0.26 -0.45 4.89
H -1.49 0.57 6.98
H -2.51 2.99 6.08
H -2.11 2.98 3.39
H -0.41 0.89 2.91
N 1.47 -3.82 -1.65
C 0.49 -3.98 -0.80
C -0.73 -3.93 -1.49
C -0.51 -3.96 -2.80
C 0.86 -3.97 -2.85
H 2.46 -3.77 -1.46
H 0.63 -3.84 0.26
H -1.73 -3.81 -1.10
H -1.12 -4.00 -3.70
H 1.53 -3.77 -3.67

***

| no. | energy (a.u.) |
| --- | --- |
| 1 | -5308.20912 |
| 2 | -1555.58520 |
| 3 | -1856.40699 |